1.
78
Properties=species:S:1:pos:R:3:forces:R:3:lowdin_spin:R:1 method="wB97M-V/def2-TZVPD" total_energy_ev=-106221.8552 de_lowest_kcal_mol=110.35 spin_multiplicity=4 lumo_energy_ha="0.007 / -0.059" s_squared=3.81 gap_ev="5.35 / 5.38"
Co -0.052394 -0.102624 0.026977 0.178 -0.008 0.122 0.01
N -3.090975 2.564418 -1.119889 -0.147 0.002 -0.022 0.16
C -2.061498 1.976422 -0.277861 0.207 -0.074 -0.076 0.03
S -0.715300 3.165630 -0.527478 -0.091 0.055 -0.038 0.70
N -1.881510 0.876870 2.103995 -0.143 0.007 -0.385 -0.01
N -1.045473 -0.014673 1.698665 -0.097 0.223 0.148 0.00
C -0.607058 -0.917915 2.593178 0.363 -0.088 -0.145 0.04
C -1.272389 -1.188010 3.885064 -0.033 -0.085 0.002 0.00
C -1.616628 -2.509081 4.180921 -0.023 -0.017 0.013 0.00
C -2.237264 -2.838436 5.375660 -0.008 0.022 0.021 0.00
C -2.533450 -1.845507 6.299883 0.020 -0.020 -0.043 0.00
C -2.201229 -0.529045 6.016006 0.027 0.041 -0.032 0.00
C -1.577022 -0.199627 4.820029 0.024 0.000 0.020 0.00
C 0.659354 -1.508753 2.244685 -0.210 0.074 0.157 0.01
C 1.411931 -2.333558 3.099018 0.052 -0.066 0.041 0.01
C 2.655610 -2.765975 2.705381 -0.037 -0.019 0.078 0.00
C 3.172607 -2.379744 1.468522 -0.005 0.039 -0.059 0.01
C 2.395308 -1.569672 0.674200 0.004 -0.030 0.035 0.00
N 1.180229 -1.159236 1.047704 0.038 0.124 -0.152 0.02
H -2.716048 2.751996 -2.044545 0.005 0.006 0.017 0.00
H -3.446216 3.428061 -0.726038 -0.009 -0.029 0.015 0.00
H -1.404451 -3.283999 3.452565 0.002 0.013 0.001 0.00
H -2.499220 -3.868888 5.579634 -0.002 0.001 0.001 0.00
H -3.023586 -2.096664 7.231708 0.002 0.004 0.001 0.00
H -2.430252 0.252014 6.730105 0.002 -0.001 0.001 0.00
H -1.328995 0.829720 4.604930 -0.013 -0.007 0.006 0.00
H 1.007356 -2.601780 4.063710 0.013 -0.003 -0.005 0.00
H 3.236619 -3.398737 3.364571 -0.006 0.003 -0.005 0.00
H 4.149563 -2.692344 1.130803 -0.004 -0.004 0.013 0.00
H 2.729984 -1.234802 -0.298215 -0.005 0.000 -0.005 0.00
O 5.080575 4.438983 0.788002 -0.015 0.029 0.036 0.00
C 4.025627 4.384147 1.733767 0.029 -0.010 -0.042 0.01
C 3.017533 3.350197 1.329220 -0.047 0.045 0.114 0.06
C 1.961560 3.040337 2.226277 0.044 0.003 -0.042 0.10
C 1.025243 2.123187 1.841675 0.020 -0.088 0.031 0.03
N 1.047371 1.486588 0.656367 0.022 -0.107 -0.108 0.21
C 2.085469 1.750248 -0.215436 0.031 0.143 0.239 0.13
C 3.073049 2.712260 0.129473 -0.049 -0.108 -0.069 0.05
C 2.074007 1.020410 -1.418019 -0.037 -0.170 -0.205 0.12
C 3.024845 1.163963 -2.462636 -0.047 0.066 0.122 0.04
C 2.892022 0.473973 -3.629726 -0.041 -0.084 -0.097 0.05
C 3.861875 0.675168 -4.763026 0.008 0.047 -0.018 0.00
O 3.666471 1.918044 -5.434742 -0.006 -0.056 -0.006 0.00
C 1.778809 -0.393224 -3.783135 0.039 0.061 -0.016 0.11
C 0.914084 -0.544551 -2.733274 0.004 0.068 0.093 0.01
N 1.051727 0.095514 -1.560220 0.012 -0.039 -0.026 0.15
H 5.645937 5.185366 1.003994 -0.008 -0.019 -0.010 0.00
H 3.519306 5.353761 1.809845 -0.010 0.013 0.000 0.00
H 4.406015 4.134574 2.731060 0.014 -0.013 0.012 0.00
H 1.883554 3.513765 3.195968 0.011 0.012 -0.017 0.01
H 0.199515 1.876458 2.497483 0.000 0.008 -0.016 0.00
H 3.873601 2.943628 -0.556302 -0.001 -0.017 0.004 0.00
H 3.855928 1.845720 -2.337686 -0.021 0.005 0.001 0.00
H 3.783277 -0.159404 -5.466660 0.006 -0.013 -0.019 0.00
H 4.885758 0.704891 -4.392570 0.010 0.010 0.018 0.00
H 2.741870 1.971793 -5.698421 0.000 0.018 0.018 0.00
H 1.614394 -0.944791 -4.698906 0.019 0.006 0.002 0.01
H 0.067179 -1.210534 -2.814482 0.009 -0.029 0.007 0.00
F -0.264924 -5.232953 -1.458368 -0.007 0.038 0.014 0.00
C -0.856833 -4.025159 -1.374761 -0.028 -0.048 -0.023 0.01
C -0.205801 -3.009738 -0.700897 -0.040 -0.017 -0.038 0.00
C -0.804750 -1.756549 -0.627974 -0.032 0.033 0.083 0.00
C -2.066463 -1.580981 -1.206490 -0.064 0.130 0.027 0.01
C -2.672489 -2.629708 -1.881684 -0.087 -0.016 -0.047 0.01
F -3.867479 -2.447401 -2.487828 0.042 -0.025 0.016 0.00
C -2.085391 -3.870398 -1.992272 0.035 0.016 0.032 0.00
C -2.628751 -0.243410 -0.938684 -0.077 -0.313 -0.044 0.05
C -4.038563 -0.153119 -0.661591 -0.127 0.001 -0.033 0.30
C -4.623513 0.562860 0.379773 0.156 0.037 0.093 0.02
C -3.993403 1.421550 1.244690 -0.030 -0.027 -0.147 0.32
C -2.543697 1.825137 1.176306 -0.033 -0.124 0.296 0.03
N -1.706347 0.649413 -0.735226 0.182 0.299 0.057 0.12
H 0.764261 -3.226758 -0.276056 0.008 -0.001 0.010 0.00
H -2.560814 -4.675957 -2.531694 0.006 -0.001 0.001 0.00
H -4.656428 -0.891202 -1.149252 0.002 0.023 -0.061 0.01
H -5.670035 0.351347 0.566930 -0.002 0.018 0.005 -0.01
H -4.553827 1.807940 2.086198 0.010 -0.012 0.013 0.02
H -2.431652 2.798797 1.658470 -0.013 0.046 0.019 0.00

=====

2.
78
Properties=species:S:1:pos:R:3:forces:R:3:lowdin_spin:R:1 method="wB97M-V/def2-TZVPD" total_energy_ev=-101286.6975 de_lowest_kcal_mol=0.00 spin_multiplicity=3 lumo_energy_ha="-0.300 / -0.275" s_squared=2.03 gap_ev="4.59 / 5.27" total_charge=+2
V -0.957652 0.701600 0.250302 -0.267 0.198 -0.684 2.01
N -2.529459 0.387660 1.785680 0.194 -0.096 0.061 0.01
C -2.103725 -0.151444 3.095401 0.039 -0.013 0.001 0.00
C -3.072192 -0.493828 4.026260 -0.069 0.004 -0.039 0.00
C -2.691391 -0.978989 5.266491 0.037 -0.020 0.041 0.00
C -1.343815 -1.121138 5.581268 -0.008 0.005 -0.010 0.00
C -0.380107 -0.784848 4.647850 -0.002 0.002 0.018 0.00
C -0.751272 -0.299605 3.391958 0.007 0.001 -0.084 0.00
P 0.492802 0.174151 2.168302 -0.026 0.108 0.119 -0.02
C 1.517917 -1.258038 1.806714 -0.002 0.013 -0.021 0.00
C 1.061527 -2.548060 2.078142 0.011 0.019 0.004 0.00
C 1.846722 -3.639916 1.738031 0.011 0.002 -0.023 0.00
C 3.077647 -3.448277 1.124313 -0.022 -0.016 0.011 0.00
C 3.525525 -2.164201 0.836176 -0.003 0.014 -0.012 0.00
C 2.747573 -1.067500 1.169398 -0.048 0.002 -0.042 0.00
C 1.497212 1.488393 2.882166 -0.035 -0.022 -0.061 0.00
C 2.671145 1.218148 3.583131 0.011 -0.022 -0.021 0.00
C 3.362812 2.258324 4.187133 -0.010 0.018 -0.004 0.00
C 2.889777 3.560980 4.094192 0.030 -0.031 0.016 0.00
C 1.715878 3.833520 3.403189 -0.028 0.001 -0.022 0.00
C 1.021352 2.798580 2.798833 0.018 -0.012 0.000 0.00
H -3.279746 -0.213601 1.444689 0.006 0.017 -0.059 0.00
H -2.995642 1.280128 1.957667 0.019 -0.004 -0.001 0.00
H -4.124480 -0.379656 3.789288 0.023 0.008 0.006 0.00
H -3.449231 -1.242838 5.992369 0.015 0.006 -0.014 0.00
H -1.048892 -1.492134 6.553573 -0.009 -0.002 -0.017 0.00
H 0.670510 -0.898169 4.888945 -0.014 0.007 0.008 0.00
H 0.107806 -2.703862 2.567959 0.018 -0.005 0.018 0.00
H 1.501863 -4.640439 1.962796 0.007 0.008 0.001 0.00
H 3.694531 -4.302117 0.876098 -0.016 0.013 -0.008 0.00
H 4.487120 -2.018899 0.361697 -0.011 -0.001 0.006 0.00
H 3.103105 -0.066998 0.948831 0.016 -0.006 0.022 0.00
H 3.047971 0.205460 3.656931 0.000 0.007 0.002 0.00
H 4.271645 2.049797 4.735657 -0.005 0.003 -0.015 0.00
H 3.435885 4.367731 4.565346 -0.011 -0.018 -0.002 0.00
H 1.344119 4.847794 3.343438 0.002 -0.009 -0.001 0.00
H 0.089928 3.009810 2.280399 -0.003 0.013 -0.008 0.00
O 0.254647 -3.977416 -4.906530 -0.318 0.108 -0.231 0.00
N 0.955483 -2.994817 -4.996012 0.820 -0.551 0.595 0.00
O 1.853215 -2.849158 -5.786804 -0.268 0.247 -0.273 0.00
C 0.852387 -1.973629 -3.915968 -0.229 0.177 -0.241 0.00
C 1.700250 -0.937372 -4.012811 0.059 0.002 -0.162 0.00
C 1.691284 0.112834 -3.048752 -0.111 0.090 0.101 0.00
C 2.584855 1.194919 -3.077161 0.025 0.039 0.002 0.01
C 2.538274 2.135810 -2.073223 0.069 0.023 -0.103 0.00
C 1.579496 2.010826 -1.073745 -0.166 -0.085 0.027 0.01
N 0.688350 1.023002 -1.051168 0.023 -0.176 0.162 0.00
C 0.757748 0.067576 -2.013332 0.219 0.070 0.037 0.01
C -0.105672 -1.064493 -1.889234 -0.142 -0.259 0.140 0.00
N -0.903740 -1.094622 -0.782991 -0.074 0.392 0.113 -0.01
C -1.694246 -2.146664 -0.573531 0.029 0.233 -0.050 0.01
C -1.764013 -3.194305 -1.472440 0.042 -0.090 -0.136 0.00
C -0.983708 -3.169790 -2.609134 -0.095 0.001 0.068 0.00
C -0.083058 -2.104274 -2.826422 -0.195 0.030 -0.066 0.00
H 2.389511 -0.903664 -4.844986 -0.015 0.021 -0.023 0.00
H 3.311877 1.270602 -3.876821 -0.013 -0.001 0.015 0.00
H 3.228302 2.967759 -2.048574 -0.008 -0.021 -0.002 0.00
H 1.541002 2.726678 -0.258757 -0.008 0.001 0.012 0.00
H -2.295902 -2.146107 0.327560 -0.004 0.028 0.008 0.00
H -2.439566 -4.017045 -1.287223 0.005 0.004 -0.006 0.00
H -1.053847 -3.964272 -3.333157 0.001 0.017 0.014 0.00
N -1.431412 2.759012 -0.188265 0.313 0.078 0.381 -0.01
C -2.058735 2.360967 -1.436177 0.018 0.219 -0.104 -0.01
C -1.654975 2.948016 -2.633666 0.361 -0.285 -0.001 0.00
C -1.964267 2.316519 -3.821539 0.014 -0.071 0.011 -0.01
C -2.678293 1.113002 -3.808749 -0.086 -0.231 -0.364 0.00
C -3.216163 0.626765 -2.638443 0.094 0.035 0.200 0.00
C -2.898507 1.251120 -1.430326 -0.041 -0.378 0.338 0.00
S -2.732191 0.049480 -5.285772 0.580 -0.224 0.173 0.00
O -3.738162 -0.932331 -4.971689 -0.172 -0.096 0.199 0.00
O -2.981438 0.931558 -6.384442 0.012 0.245 -0.108 0.00
O -1.358748 -0.473477 -5.200881 -0.051 0.114 0.179 0.00
H -0.573007 3.254557 -0.423821 -0.087 0.091 0.061 0.00
H -1.961705 3.404979 0.395354 -0.278 -0.225 -0.024 0.00
H -1.023513 3.831412 -2.625273 -0.072 0.003 0.021 0.00
H -1.607956 2.706313 -4.768404 -0.086 -0.001 0.000 0.00
H -3.829333 -0.265237 -2.680808 -0.055 0.028 -0.008 0.00
H -3.349292 0.877446 -0.506497 0.010 0.207 -0.142 0.00

=====

3.
78
Properties=species:S:1:pos:R:3:forces:R:3:mulliken_charge:R:1 method="wB97M-V/def2-TZVPD" total_energy_ev=-77031.5181 de_lowest_kcal_mol=18.97 lumo_energy_ha=-0.237 gap_ev=6.56 total_charge=+2
Ta -0.179734 1.307822 -0.153071 0.818 1.051 -0.143 2.71
N 0.671178 2.214767 4.234931 -0.017 0.003 -0.002 -0.32
C 0.705926 1.730062 2.977549 0.059 0.080 -0.042 0.25
S 0.561068 2.921908 1.676912 -0.198 -0.245 -0.033 -0.43
N 0.711543 0.450532 2.790555 -0.106 -0.108 -0.006 -1.15
N 0.946230 0.195941 1.420027 0.393 -0.199 0.439 1.26
C 2.032785 -0.493224 1.218358 -0.127 0.365 -0.198 0.38
C 2.654367 -1.346790 2.231569 0.029 0.045 -0.005 0.21
C 1.858053 -2.277131 2.902057 0.080 -0.059 0.073 -0.19
C 2.428719 -3.126219 3.832881 -0.076 0.018 -0.039 -0.84
C 3.783227 -3.025971 4.125490 0.042 0.025 -0.011 -0.51
C 4.572359 -2.082672 3.481017 0.028 -0.016 0.029 -0.96
C 4.016687 -1.251433 2.522802 -0.077 -0.039 0.006 -0.33
C 2.718211 -0.180838 -0.049888 -0.031 -0.014 0.113 -0.03
C 3.798855 -0.879245 -0.543292 0.061 0.017 -0.059 -0.39
C 4.492414 -0.345198 -1.630068 -0.012 -0.048 0.048 -0.89
C 4.082361 0.862649 -2.154338 -0.105 0.039 0.080 -0.89
C 2.938955 1.470705 -1.633934 0.183 -0.100 -0.067 -0.30
N 2.263499 0.953705 -0.617426 -0.256 -0.001 -0.164 0.15
H 0.755836 3.205294 4.384450 -0.006 -0.002 0.006 0.25
H 0.921755 1.596913 4.990809 -0.001 0.005 -0.001 0.26
H 0.796620 -2.324934 2.694477 0.006 -0.008 0.001 0.38
H 1.817262 -3.859046 4.341656 0.002 0.001 0.001 0.45
H 4.222793 -3.682442 4.864291 0.010 0.004 0.000 0.44
H 5.621960 -1.992912 3.725366 -0.001 -0.011 0.004 0.44
H 4.629965 -0.506878 2.032252 0.010 0.002 -0.001 0.59
H 4.098899 -1.807464 -0.078778 0.022 -0.003 -0.016 0.72
H 5.349118 -0.861900 -2.041452 -0.002 -0.013 0.012 0.52
H 4.612484 1.338370 -2.966975 0.010 -0.007 -0.001 0.50
H 2.557096 2.385168 -2.062199 -0.017 0.002 0.003 0.47
O 0.276947 4.011746 -3.200197 -0.082 0.031 0.034 -0.57
C -0.133289 3.528799 -2.192440 0.126 0.065 -0.119 0.02
O 0.435796 2.450446 -1.616439 -0.273 -0.639 0.329 -0.42
C -1.297696 3.987015 -1.396181 -0.033 0.069 -0.082 0.72
C -2.007534 5.118992 -1.737762 0.052 -0.032 -0.027 -0.93
C -3.103952 5.461423 -0.964861 -0.030 -0.089 0.113 -0.49
C -3.430717 4.640291 0.104477 -0.041 0.108 -0.077 -0.97
C -2.661760 3.522773 0.372814 0.070 -0.036 0.037 -0.19
N -1.595270 3.191510 -0.362537 -0.199 -0.011 0.200 0.33
H -1.688090 5.696712 -2.593926 0.004 -0.002 0.000 0.57
H -3.688946 6.341775 -1.191716 -0.013 0.000 0.009 0.48
H -4.279397 4.854766 0.738265 -0.002 0.012 -0.008 0.50
H -2.916323 2.880527 1.199504 0.045 -0.016 0.007 0.52
C -2.916531 0.366404 3.442118 0.061 0.071 0.005 -1.40
C -3.652715 -0.696172 2.943261 0.003 -0.019 -0.068 -0.79
C -3.583975 -0.969256 1.588934 -0.022 -0.004 0.029 -1.26
C -2.753740 -0.214533 0.774115 -0.004 0.130 -0.084 0.66
N -1.893142 0.705532 1.299735 -0.148 -0.183 -0.230 0.45
C -2.048485 1.024174 2.598122 0.001 -0.104 0.068 0.01
C -2.829212 -0.202503 -0.693251 0.018 0.036 0.097 0.58
C -3.818246 -0.867676 -1.413578 0.011 0.023 -0.057 -0.80
C -3.919275 -0.665980 -2.780881 -0.046 -0.055 0.051 -1.11
C -3.049053 0.208182 -3.415873 0.065 0.046 0.015 -0.99
C -2.049478 0.850053 -2.692070 -0.070 -0.063 -0.108 -0.88
C -1.920474 0.647993 -1.321806 0.051 0.069 -0.239 0.94
H -2.997641 0.687354 4.470234 -0.008 -0.010 0.001 0.51
H -4.309891 -1.266476 3.586122 -0.004 -0.003 -0.003 0.50
H -4.211089 -1.727908 1.145481 -0.015 -0.008 0.030 0.52
H -1.495133 1.872321 2.959614 0.042 0.013 0.023 0.66
H -4.528468 -1.517904 -0.920740 -0.009 -0.006 -0.007 0.44
H -4.687991 -1.173489 -3.347124 -0.003 -0.002 0.006 0.45
H -3.145173 0.385987 -4.479045 0.010 0.007 -0.001 0.53
H -1.364514 1.498093 -3.229285 -0.022 -0.017 -0.019 0.42
N 0.927745 -5.490550 -2.685110 0.060 0.022 0.122 -0.34
C 0.429689 -4.416195 -3.311829 -0.108 -0.053 -0.273 -0.39
S -0.245238 -4.427370 -4.802926 0.051 0.015 0.115 -0.26
C 0.431236 -3.144059 -2.534490 -0.010 0.080 0.194 0.57
C 0.014202 -3.095774 -1.205126 0.037 -0.114 -0.147 -1.20
C -0.080622 -1.875603 -0.572937 0.015 0.101 0.085 0.17
N 0.252778 -0.719325 -1.164175 -0.282 -0.293 0.053 0.94
C 0.670707 -0.767564 -2.441837 -0.015 0.107 0.041 -0.45
C 0.770049 -1.941477 -3.148035 0.022 0.009 -0.078 -0.90
H 0.937894 -6.374185 -3.170159 -0.019 0.007 -0.024 0.23
H 1.456381 -5.413903 -1.832461 -0.007 -0.006 0.006 0.21
H -0.284250 -3.992029 -0.678361 -0.013 0.001 0.002 0.57
H -0.445416 -1.814955 0.445182 0.014 -0.012 -0.016 0.17
H 0.910279 0.181787 -2.902880 0.003 -0.029 -0.033 0.43
H 1.078550 -1.929309 -4.183985 0.000 -0.003 0.000 0.54